Entry 1:
{"formula": "C3H5F2NO", "method": "ωB97M-V/def2-TZVPD", "smiles": "CC(ON)=C(F)F", "relative_energy_kj_mol": 479.6, "homo_ev": -8.1, "lumo_ev": 0.626, "orbital_gap_ev": 8.710, "total_energy_ha": -446.868630, "elements": ["C", "C", "O", "N", "C", "F", "F", "H", "H", "H", "H", "H"], "positions_angstrom": [[0.78, 0.63, -1.43], [0.14, 0.13, -0.11], [0.98, -0.07, 0.93], [0.60, -0.86, 2.07], [-1.35, -0.26, -0.29], [-2.23, -0.28, 0.79], [-1.86, 0.27, -1.42], [0.07, 1.41, -1.85], [0.70, -0.17, -2.07], [1.90, 0.87, -1.24], [0.43, -0.21, 2.85], [-0.16, -1.45, 1.77]]}

Entry 2:
{"formula": "C3H5F2NO2", "method": "ωB97M-V/def2-TZVPD", "relative_energy_kj_mol": 482.7, "homo_ev": -10.3, "lumo_ev": -0.553, "orbital_gap_ev": 9.787, "total_energy_ha": -522.113306, "elements": ["C", "C", "C", "N", "O", "O", "F", "F", "H", "H", "H", "H", "H"], "positions_angstrom": [[-0.19, 1.73, -0.82], [-0.22, 0.25, -0.90], [0.15, -0.57, 1.03], [0.29, -2.01, 0.88], [1.41, -2.43, 0.72], [-0.73, -2.65, 0.84], [-0.89, -0.22, 1.77], [1.26, 0.01, 1.48], [0.73, 2.09, -0.37], [-1.05, 2.12, -0.29], [-0.22, 2.10, -1.85], [0.62, -0.21, -1.41], [-1.17, -0.22, -1.08]]}

Entry 3:
{"formula": "C3H5F3O2S", "method": "ωB97M-V/def2-TZVPD", "relative_energy_kj_mol": 507.6, "homo_ev": [-9.0, -9.0], "lumo_ev": [-0.835, -0.834], "orbital_gap_ev": [8.156, 8.155], "total_energy_ha": -965.350611, "elements": ["C", "C", "C", "O", "O", "F", "F", "F", "S", "H", "H", "H", "H", "H"], "positions_angstrom": [[1.41, 1.66, -0.13], [1.49, -1.40, -0.08], [-2.15, -0.09, -0.31], [-0.62, 0.35, 1.84], [0.16, -0.99, -0.09], [-2.25, -0.71, -1.43], [-2.76, 1.09, -0.42], [-2.75, -0.79, 0.64], [-0.46, 0.35, 0.41], [1.60, 2.37, 0.80], [0.81, 2.29, -0.84], [1.47, -2.16, -0.78], [1.98, -1.52, 0.95], [2.08, -0.46, -0.55]]}

Entry 4:
{"formula": "C3H5F3OSi", "method": "ωB97M-V/def2-TZVPD", "relative_energy_kj_mol": 234.9, "homo_ev": -8.0, "lumo_ev": -0.398, "orbital_gap_ev": 7.605, "total_energy_ha": -781.524775, "elements": ["C", "C", "C", "O", "F", "F", "F", "Si", "H", "H", "H", "H", "H"], "positions_angstrom": [[-2.76, -0.98, 0.27], [2.58, 0.57, -0.05], [-1.23, -0.40, 0.27], [-3.12, -1.87, -0.43], [-0.47, -0.84, 1.31], [-1.31, 0.94, 0.37], [-0.62, -0.70, -0.85], [1.33, 1.96, -0.35], [3.56, 0.65, -0.46], [2.65, 0.15, 1.04], [2.09, -0.25, -0.55], [0.57, 1.31, -1.58], [-3.27, -0.53, 1.01]]}

Entry 5:
{"formula": "C3H5F3S", "method": "ωB97M-V/def2-TZVPD", "smiles": "C[C@H](F)C(F)=S.F", "relative_energy_kj_mol": 75.6, "homo_ev": -9.8, "lumo_ev": -0.317, "orbital_gap_ev": 9.436, "total_energy_ha": -815.052394, "elements": ["C", "C", "F", "C", "F", "S", "H", "H", "H", "H", "F", "H"], "positions_angstrom": [[-1.47, 0.74, 0.62], [-0.43, -0.10, -0.20], [-0.32, -1.27, 0.49], [0.86, 0.57, -0.40], [1.02, 1.29, -1.51], [2.10, 0.53, 0.56], [-1.04, 1.20, 1.47], [-2.23, -0.02, 0.78], [-1.82, 1.48, -0.12], [-0.85, -0.39, -1.19], [2.29, -2.07, -0.63], [1.90, -1.96, 0.12]]}

Entry 6:
{"formula": "C3H5FN2", "method": "ωB97M-V/def2-TZVPD", "smiles": "FC1CN=NC1", "relative_energy_kj_mol": 138.1, "homo_ev": -9.2, "lumo_ev": 0.980, "orbital_gap_ev": 10.171, "total_energy_ha": -326.617481, "elements": ["F", "C", "C", "N", "N", "C", "H", "H", "H", "H", "H"], "positions_angstrom": [[-1.20, 0.71, 1.21], [-0.59, -0.02, 0.20], [0.70, -0.69, 0.75], [1.82, -0.09, 0.05], [1.49, 0.73, -0.74], [-0.03, 0.87, -0.91], [-1.16, -0.89, -0.01], [0.93, -0.20, 1.72], [0.56, -1.78, 0.73], [-0.34, 0.55, -1.85], [-0.29, 1.91, -0.89]]}

Entry 7:
{"formula": "C3H5FN2", "method": "ωB97M-V/def2-TZVPD", "relative_energy_kj_mol": 32.9, "spin_multiplicity": 3, "homo_ev": [-7.2, -10.3], "lumo_ev": [0.890, -3.074], "orbital_gap_ev": [8.072, 7.212], "total_energy_ha": -326.496431, "elements": ["C", "C", "C", "N", "N", "F", "H", "H", "H", "H", "H"], "positions_angstrom": [[-0.64, -0.32, -0.59], [0.69, -0.41, -0.58], [1.10, 0.53, 0.54], [-1.10, 0.68, 0.30], [-0.14, 1.13, 0.97], [-3.32, 0.83, -0.83], [-1.45, -0.84, -1.10], [-2.61, 0.61, -0.29], [1.38, -0.91, -1.19], [1.89, 0.39, 1.26], [1.54, 1.43, 0.14]]}

Entry 8:
{"formula": "C3H5FN3", "method": "ωB97M-V/def2-TZVPD", "relative_energy_kj_mol": 14.7, "spin_multiplicity": 3, "homo_ev": [-11.0, -16.1], "total_charge": 1, "lumo_ev": [-4.281, -8.218], "orbital_gap_ev": [6.739, 7.842], "total_energy_ha": -380.981171, "elements": ["C", "C", "C", "N", "N", "N", "F", "H", "H", "H", "H", "H"], "positions_angstrom": [[0.36, 1.53, -0.12], [0.91, -0.81, -0.29], [-1.37, -0.37, 0.39], [-0.73, 1.47, 0.43], [1.12, 0.44, -0.70], [-0.20, -1.19, 0.32], [-2.11, -0.34, -0.66], [0.69, 2.58, -0.09], [1.54, -1.68, -0.28], [-1.92, -0.45, 1.24], [1.91, 0.77, -1.23], [-0.20, -1.95, 0.99]]}

Entry 9:
{"formula": "C3H5FN4", "method": "ωB97M-V/def2-TZVPD", "relative_energy_kj_mol": 496.7, "homo_ev": -7.7, "lumo_ev": 0.220, "orbital_gap_ev": 7.921, "total_energy_ha": -436.007427, "elements": ["C", "C", "C", "N", "N", "N", "N", "F", "H", "H", "H", "H", "H"], "positions_angstrom": [[-0.85, 0.81, 0.13], [0.49, 0.48, 0.09], [0.69, -0.86, 0.50], [-1.63, -0.26, 0.41], [-2.80, -0.43, 0.29], [1.55, 1.32, 0.03], [0.99, -1.99, -0.11], [-3.62, 0.80, -0.09], [-1.27, 1.79, -0.23], [1.47, 2.33, 0.06], [2.51, 0.96, -0.18], [1.08, -2.88, 0.23], [1.39, -2.08, -1.13]]}

Entry 10:
{"formula": "C3H5FO", "method": "ωB97M-V/def2-TZVPD", "relative_energy_kj_mol": 292.2, "homo_ev": -9.1, "lumo_ev": -0.230, "orbital_gap_ev": 8.850, "total_energy_ha": -292.285008, "elements": ["C", "C", "C", "O", "F", "H", "H", "H", "H", "H"], "positions_angstrom": [[-0.18, 0.97, -1.52], [0.55, 0.20, -0.29], [0.14, -1.05, 0.38], [0.11, -0.06, -2.34], [1.80, 0.35, -0.32], [-1.24, 1.27, -1.35], [0.43, 1.86, -1.79], [-0.90, -1.21, 0.18], [0.07, -0.95, 1.52], [0.91, -1.84, 0.18]]}

Entry 11:
{"formula": "C3H5FO", "method": "ωB97M-V/def2-TZVPD", "smiles": "OC/C=C\\F", "relative_energy_kj_mol": 200.3, "homo_ev": -9.6, "lumo_ev": 0.760, "orbital_gap_ev": 10.359, "total_energy_ha": -292.320021, "elements": ["O", "C", "C", "C", "F", "H", "H", "H", "H", "H"], "positions_angstrom": [[1.83, -0.24, -1.11], [0.75, -0.50, -0.27], [-0.62, 0.30, -0.19], [-1.22, 0.69, 1.01], [-0.47, 0.65, 2.10], [1.41, -0.72, -1.99], [0.64, -1.57, -0.33], [1.19, -0.24, 0.81], [-1.39, 0.44, -1.02], [-2.13, 1.19, 0.99]]}

Entry 12:
{"formula": "C3H5FO", "method": "ωB97M-V/def2-TZVPD", "smiles": "C=C[C@H](O)F", "relative_energy_kj_mol": 147.7, "homo_ev": -10.4, "lumo_ev": 0.877, "orbital_gap_ev": 11.258, "total_energy_ha": -292.340060, "elements": ["C", "C", "C", "O", "F", "H", "H", "H", "H", "H"], "positions_angstrom": [[0.21, -1.23, 1.20], [0.71, -0.24, 0.51], [-0.38, 0.63, -0.59], [0.34, 1.42, -1.48], [-1.33, 1.33, 0.12], [0.86, -1.95, 1.63], [-0.95, -1.47, 1.25], [1.70, -0.06, 0.43], [-0.98, -0.24, -0.92], [-0.19, 1.80, -2.16]]}

Entry 13:
{"formula": "C3H5FO", "method": "ωB97M-V/def2-TZVPD", "smiles": "C[C@]1(F)CO1", "relative_energy_kj_mol": 126.2, "homo_ev": -11.0, "lumo_ev": 1.016, "orbital_gap_ev": 12.015, "total_energy_ha": -292.348229, "elements": ["C", "C", "F", "C", "O", "H", "H", "H", "H", "H"], "positions_angstrom": [[0.42, -0.29, 1.18], [0.09, 0.56, -0.12], [-0.63, 1.67, 0.21], [-0.40, -0.06, -1.31], [0.91, 0.53, -1.24], [0.15, 0.29, 2.13], [1.47, -0.60, 1.25], [-0.31, -1.17, 1.11], [-0.40, -1.22, -1.29], [-1.29, 0.30, -1.91]]}

Entry 14:
{"formula": "C3H5FOS", "method": "ωB97M-V/def2-TZVPD", "relative_energy_kj_mol": 586.8, "homo_ev": -9.6, "lumo_ev": -1.950, "orbital_gap_ev": 7.664, "total_energy_ha": -690.366160, "elements": ["C", "C", "C", "H", "H", "H", "H", "H", "O", "F", "S"], "positions_angstrom": [[-0.34, 0.11, 0.70], [-0.38, -0.55, -0.57], [-0.40, 1.00, -0.65], [0.95, -1.81, 2.56], [-1.17, 0.26, 1.31], [-1.33, -1.04, -0.95], [1.26, -0.37, -1.11], [-1.34, 1.72, -0.79], [0.71, -1.31, -0.99], [0.85, 1.71, -1.15], [1.18, 0.27, 1.65]]}

Entry 15:
{"formula": "C3H5FS", "method": "ωB97M-V/def2-TZVPD", "smiles": "CC(=S)CF", "relative_energy_kj_mol": 73.4, "homo_ev": -8.9, "lumo_ev": -0.437, "orbital_gap_ev": 8.448, "total_energy_ha": -615.309054, "elements": ["C", "C", "S", "C", "F", "H", "H", "H", "H", "H"], "positions_angstrom": [[0.20, 1.34, 0.02], [0.49, -0.13, -0.02], [2.05, -0.73, -0.03], [-0.46, -1.29, 0.04], [-1.74, -0.69, -0.07], [-0.40, 1.62, 1.01], [-0.54, 1.60, -0.78], [1.10, 1.95, -0.30], [-0.34, -1.86, -0.83], [-0.38, -1.81, 0.97]]}

Entry 16:
{"formula": "C3H5FS2", "method": "ωB97M-V/def2-TZVPD", "smiles": "FCCC(=S)S", "relative_energy_kj_mol": 57.8, "homo_ev": -8.7, "lumo_ev": -0.244, "orbital_gap_ev": 8.428, "total_energy_ha": -1013.505321, "elements": ["F", "C", "C", "C", "S", "S", "H", "H", "H", "H", "H"], "positions_angstrom": [[1.89, 0.46, -0.10], [1.23, -0.69, -0.28], [-0.14, -0.68, 0.46], [-1.01, 0.46, 0.04], [-2.55, -0.03, -0.16], [-0.24, 2.06, 0.04], [1.87, -1.60, -0.05], [1.03, -0.74, -1.41], [-0.04, -0.49, 1.58], [-0.72, -1.55, 0.25], [-1.31, 2.80, -0.38]]}

Entry 17:
{"formula": "C3H5FeO3", "method": "ωB97M-V/def2-TZVPD", "relative_energy_kj_mol": 298.0, "spin_multiplicity": 5, "homo_ev": [-14.1, -14.1], "total_charge": 1, "lumo_ev": [-5.020, -5.647], "orbital_gap_ev": [9.093, 8.453], "total_energy_ha": -1606.315834, "elements": ["H", "C", "C", "O", "C", "O", "H", "H", "H", "Fe", "O", "H"], "positions_angstrom": [[0.70, -0.72, 1.92], [-0.85, -1.70, 0.01], [-1.14, -0.38, 0.04], [-0.12, 0.45, -0.51], [-0.34, 1.70, -0.88], [0.89, 2.20, -0.81], [-1.46, -2.34, 0.64], [-2.13, 0.07, 0.02], [1.01, 2.99, -1.36], [1.92, 0.50, 0.14], [1.67, -0.65, 1.50], [-0.16, -2.12, -0.72]]}

Entry 18:
{"formula": "C3H5FeO4", "method": "ωB97M-V/def2-TZVPD", "spin_multiplicity": 5, "homo_ev": [-1.5, -1.0], "total_charge": -1, "lumo_ev": [3.112, 3.112], "orbital_gap_ev": [4.611, 4.071], "total_energy_ha": -1681.913472, "elements": ["O", "C", "C", "O", "O", "C", "Fe", "H", "H", "H", "H", "O", "H"], "positions_angstrom": [[1.32, 0.56, -1.10], [1.65, -0.34, -0.31], [-1.14, 0.61, 0.12], [2.81, -0.63, 0.10], [0.67, -0.97, 0.40], [-0.66, -0.83, -0.06], [4.56, 0.06, 0.18], [-1.14, 1.14, -0.85], [-0.59, 1.09, 0.95], [-0.73, -1.12, -1.11], [-1.27, -1.49, 0.56], [-2.56, 0.52, 0.55], [-2.93, 1.41, 0.56]]}

Entry 19:
{"formula": "C3H5GaO4", "method": "ωB97M-V/def2-TZVPD", "relative_energy_kj_mol": 386.6, "homo_ev": [-19.6, -19.5], "total_charge": 2, "lumo_ev": [-13.318, -13.366], "orbital_gap_ev": [6.274, 6.142], "total_energy_ha": -2342.137297, "elements": ["O", "C", "C", "O", "O", "C", "Ga", "H", "H", "H", "H", "O", "H"], "positions_angstrom": [[0.62, -0.34, -2.21], [-0.27, -1.22, -1.76], [0.96, 0.56, -1.12], [-1.46, -1.17, -2.04], [0.05, -1.43, -0.48], [0.38, -0.12, 0.11], [-1.61, 0.53, 0.81], [0.54, 1.54, -1.41], [2.04, 0.70, -1.06], [1.11, 0.11, 0.90], [0.02, -0.16, 2.51], [-1.11, 0.20, 2.50], [-1.28, 0.80, 3.24]]}

Entry 20:
{"formula": "C3H5HgO3", "method": "ωB97M-V/def2-TZVPD", "relative_energy_kj_mol": 300.9, "spin_multiplicity": 2, "homo_ev": [-6.9, -8.1], "lumo_ev": [0.466, -0.914], "orbital_gap_ev": [7.366, 7.162], "total_energy_ha": -496.255758, "elements": ["H", "C", "C", "O", "C", "O", "Hg", "O", "H", "H", "H", "H"], "positions_angstrom": [[-0.93, 1.28, -0.07], [-0.99, 0.53, 0.73], [0.25, -0.03, 1.17], [1.38, 0.34, 0.33], [1.55, -0.32, -0.77], [2.50, 0.27, -1.46], [-0.37, -1.94, -0.64], [-2.08, -0.68, -0.22], [-1.67, 0.72, 1.57], [-2.80, -0.15, -0.57], [0.53, 0.17, 2.20], [2.63, -0.21, -2.28]]}